Entry 1:
Molecular formula: C32H51ClN3O5Yb
Method: DFT, ωB97M-V with the def2-TZVPD basis set

```
93
Properties=species:S:1:pos:R:3:lowdin_charge:R:1
O -2.1957 0.5418 -0.8821 -0.286
C -3.0723 -0.3767 -1.1283 -0.488
C -3.8609 -0.6918 0.1471 -0.178
C -3.3239 -0.3786 1.3869 -0.049
H -2.3572 0.1209 1.4341 0.089
C -4.0328 -0.6897 2.5494 -0.086
H -3.5999 -0.4473 3.5169 0.098
C -5.2788 -1.3031 2.4653 -0.104
H -5.8307 -1.5469 3.3693 0.095
C -5.8177 -1.6001 1.2118 -0.090
H -6.7939 -2.0707 1.1359 0.097
C -5.1085 -1.2946 0.0560 -0.041
H -5.5186 -1.5300 -0.9246 0.119
H -3.7884 0.0228 -1.8653 0.136
C -2.1013 -1.3992 -3.2263 -0.130
C -2.4924 -1.6314 -1.8038 -0.352
H -2.0558 -2.3260 -3.7971 0.079
H -1.1026 -0.9170 -3.2865 0.005
H -2.7978 -0.7080 -3.6781 0.073
C -2.2663 -2.7785 -1.0725 -0.222
C -1.6044 -4.0328 -1.5743 -0.197
H -2.5900 -2.7908 -0.0315 0.109
H -2.2780 -4.8773 -1.5106 0.070
H -0.7191 -4.2634 -0.9664 0.026
H -1.2703 -3.9217 -2.6085 0.045
Yb -0.1029 0.2996 -0.9202 1.340
Cl -0.0145 -2.0127 -1.5986 0.428
C 2.6401 -0.5696 -0.8864 -0.321
O 1.9690 0.4212 -1.2337 -0.161
N 3.9624 -0.5380 -0.9326 -0.150
C 4.6590 0.4332 -1.7584 -0.025
C 4.7517 -1.4682 -0.1584 -0.027
H 2.1758 -1.5083 -0.5300 0.087
H 3.9312 1.1129 -2.2017 0.086
H 5.2165 -0.0836 -2.5508 0.098
H 5.3720 0.9967 -1.1421 0.098
H 4.0986 -2.0147 0.5309 0.090
H 5.5075 -0.9242 0.4243 0.099
H 5.2571 -2.1829 -0.8182 0.094
H -2.8670 3.9268 2.2631 0.094
H -0.1926 3.9375 2.7906 0.107
C -2.5987 2.9718 1.7947 -0.033
C -0.1584 3.0317 2.1672 -0.028
N -1.2663 3.0446 1.2368 -0.154
H -3.3233 2.7382 1.0069 0.100
C -1.0771 2.9317 -0.0810 -0.273
O -0.0578 2.4397 -0.6074 -0.126
H 0.7863 2.9767 1.6211 0.055
H -1.8811 3.3475 -0.7000 0.148
H -2.6275 2.1809 2.5577 0.094
H -0.2428 2.1464 2.8117 0.106
H 0.6651 2.1627 -5.9928 0.101
H -1.1896 4.1210 -5.5341 0.098
C -0.1898 1.5402 -5.6997 -0.013
C -1.8071 3.3257 -5.0989 -0.039
N -0.9786 2.2198 -4.6872 -0.169
H 0.1682 0.5873 -5.3088 0.096
C -0.9865 1.7864 -3.4302 -0.257
O -0.1979 0.8916 -3.0586 -0.145
H -2.3406 3.7149 -4.2239 0.094
H -1.7409 2.2362 -2.7626 0.138
H -0.8128 1.3555 -6.5821 0.098
H -2.5337 2.9928 -5.8510 0.097
C 2.8951 2.7868 0.2698 -0.081
C 3.1716 2.0114 1.5682 -0.338
C 3.2243 2.9392 2.7981 -0.073
C 2.6759 0.5428 1.9883 -0.064
C 3.6868 -0.0474 2.7343 -0.131
C 3.6387 -1.3241 3.2852 -0.125
C 2.5035 -2.0865 3.0966 -0.082
C 1.4225 -1.6047 2.3788 -0.131
C 0.2263 -2.5575 2.2063 -0.373
C 0.6668 -3.8193 1.4550 -0.082
C -0.3835 -2.9168 3.5721 -0.065
C 1.3996 -0.2649 1.7994 -0.349
O 0.3492 0.0560 1.2284 -0.179
H 3.1383 2.1969 -0.6214 0.041
H 3.5906 3.6399 0.2303 0.083
H 1.9140 3.2357 0.0863 0.048
H 4.2413 1.8136 1.3522 0.109
H 2.2312 3.2074 3.1810 0.059
H 3.7689 2.4810 3.6300 0.073
H 3.7497 3.8690 2.5435 0.078
H 4.6418 0.4701 2.9393 0.115
H 4.4841 -1.7237 3.8528 0.097
H 2.5007 -3.0909 3.5324 0.110
H -0.5615 -2.0699 1.6118 0.108
H 1.4350 -4.3756 2.0101 0.074
H -0.1924 -4.4818 1.3063 0.075
H 1.0817 -3.5498 0.4756 0.043
H -0.7137 -2.0069 4.0853 0.079
H -1.2467 -3.5719 3.4253 0.075
H 0.3446 -3.4371 4.2063 0.071
```

Values from the calculation:
**Multiplicity**: 2
**Net charge**: 0
**E_LUMO (spin up / spin down)**: 0.11 / 0.11 eV
**Energy**: -92773.093 eV
**⟨S²⟩**: 0.751

=====

Entry 2:
Molecular formula: C32H51F10N6O14S2
Method: DFT, ωB97M-V with the def2-TZVPD basis set

```
115
Properties=species:S:1:pos:R:3:lowdin_charge:R:1
C -4.8068 0.0401 -2.3409 -0.025
C -4.1420 0.5874 -1.0725 -0.381
N -4.5154 1.6526 -0.5221 0.171
C -2.9796 -0.1499 -0.3414 -0.068
N -1.9107 0.8343 -0.0999 0.012
C -1.1465 1.3511 -1.2352 -0.056
C 0.2961 0.7089 -1.1270 -0.349
C 0.7848 -0.1800 -2.3134 -0.114
C -0.3472 -0.9051 -3.1054 -0.173
C -0.7424 -0.1444 -4.4151 -0.167
C -2.0888 -0.7449 -4.9458 -0.161
C -1.8757 -2.1419 -5.6237 -0.157
O -3.1818 -2.5916 -6.0292 -0.021
C -3.7211 -3.4891 -5.1374 -0.532
C -5.0130 -3.2098 -4.3681 0.013
O -3.1993 -4.5300 -4.9763 0.147
S 1.3058 2.2642 -1.3284 0.800
O 1.0429 3.0828 -0.1645 -0.275
O 0.8357 2.9690 -2.4873 -0.232
C 3.1334 1.9404 -1.3024 -0.454
F 3.7813 2.9274 -0.7179 0.181
F 3.3639 0.8454 -0.5428 0.118
C 3.8312 1.6984 -2.6890 -0.579
F 3.4533 2.5186 -3.6353 0.217
F 5.1376 1.9287 -2.4941 0.154
F 3.7623 0.4305 -3.0810 0.175
N 0.2424 0.1325 0.1988 0.043
C 0.0968 -1.3833 0.2533 -0.099
C 1.4411 -2.1387 0.4585 -0.137
C 1.7481 -3.1928 -0.6783 -0.269
N 2.4328 -4.3980 -0.1813 0.002
C -0.9443 0.5399 0.8421 -0.227
N -1.1600 0.6459 2.1444 -0.029
N -2.4519 1.0194 2.5153 0.081
C -2.5867 2.4354 2.8564 -0.427
C -1.4455 3.4454 2.5347 0.045
O -3.5514 2.8557 3.3316 0.193
C -3.0480 0.1026 3.5199 -0.419
C -3.5310 -1.3139 3.1173 0.033
O -3.1522 0.3933 4.6320 0.194
S 0.1254 0.3186 3.2905 0.798
O -0.2188 0.7913 4.5825 -0.188
O 0.3551 -1.0875 3.3811 -0.203
C 1.7418 1.1395 2.8716 -0.462
F 2.4800 0.4578 2.0167 0.145
F 1.6133 2.3932 2.4729 0.155
C 2.5856 1.2036 4.2284 -0.603
F 2.2536 2.2299 4.9650 0.222
F 3.8424 1.4309 3.8235 0.184
F 2.6008 0.0650 4.8764 0.213
H -4.2810 0.4156 -3.2346 0.080
H -5.8494 0.4028 -2.4054 0.093
H -4.8875 -1.0634 -2.3354 0.067
H -5.2968 2.0143 -1.0806 0.077
H -2.6531 -1.0683 -0.8599 0.119
H -3.4002 -0.4537 0.6305 0.104
H -1.6364 1.3020 -2.2222 0.142
H -1.1705 2.4444 -1.0567 0.136
H 1.5721 -0.8643 -1.9582 0.103
H 1.2444 0.5118 -3.0457 0.104
H 0.0059 -1.9049 -3.4119 0.120
H -1.2774 -1.0436 -2.5255 0.086
H -0.8925 0.9376 -4.2580 0.111
H 0.0329 -0.3565 -5.1743 0.127
H -2.5801 -0.0619 -5.6593 0.126
H -2.7417 -0.9573 -4.0738 0.083
H -1.4593 -2.7887 -4.8311 0.117
H -1.1975 -2.0702 -6.4867 0.138
H -5.7534 -3.9847 -4.6348 0.098
H -4.8206 -3.3365 -3.2901 0.083
H -5.4671 -2.2272 -4.5816 0.080
H -0.5350 -1.6299 1.1289 0.117
H -0.4506 -1.7773 -0.6205 0.113
H 2.3227 -1.4857 0.5217 0.104
H 1.3712 -2.7061 1.4055 0.107
H 2.4783 -2.6891 -1.3465 0.102
H 0.8567 -3.4290 -1.2900 0.104
H 3.4188 -4.3052 -0.4146 0.072
H 2.4044 -4.4402 0.8348 0.064
H -1.9428 4.3897 2.2647 0.106
H -0.8292 3.6020 3.4331 0.101
H -0.8750 3.1300 1.6445 0.051
H -4.6210 -1.2568 2.9361 0.108
H -3.0080 -1.7195 2.2360 0.062
H -3.4114 -1.9440 4.0112 0.104
C -2.0155 1.8644 7.2919 -0.071
C -2.1001 1.5936 8.7801 -0.207
O -2.7271 2.6795 9.4726 0.038
C -4.0597 2.7267 9.3782 -0.603
O -4.7576 1.9439 8.7848 0.121
O -4.4832 3.8039 10.0448 0.007
C -5.8911 4.0291 9.9569 -0.040
H -1.5287 2.8246 7.1052 0.086
H -1.4536 1.0781 6.7886 0.056
H -3.0071 1.9162 6.8434 0.068
H -1.0955 1.5060 9.1939 0.123
H -2.6171 0.6556 8.9886 0.126
H -6.4522 3.1418 10.2461 0.096
H -6.1566 4.3346 8.9447 0.098
H -6.1353 4.8367 10.6430 0.094
C 6.8313 0.1563 -4.0638 -0.065
C 6.6967 -1.3339 -3.8266 -0.212
O 6.8193 -2.0720 -5.0470 0.035
C 8.0707 -2.2310 -5.4971 -0.603
O 9.0709 -1.8254 -4.9644 0.128
O 8.0130 -2.9047 -6.6479 0.006
C 9.2794 -3.0738 -7.2900 -0.036
H 6.1280 0.4878 -4.8312 0.087
H 6.6447 0.7058 -3.1512 0.057
H 7.8314 0.4094 -4.4164 0.085
H 5.7017 -1.5535 -3.4360 0.109
H 7.4182 -1.6893 -3.0890 0.127
H 10.0102 -3.5130 -6.6127 0.097
H 9.6364 -2.1153 -7.6661 0.100
H 9.1312 -3.7478 -8.1302 0.095
```

Values from the calculation:
**Multiplicity**: 1
**Net charge**: +1
**E_LUMO**: -4.73 eV
**Energy**: -120448.996 eV

=====

Entry 3:
Molecular formula: C32H51F3N4O25Si
Method: DFT, ωB97M-V with the def2-TZVPD basis set

```
116
Properties=species:S:1:pos:R:3:lowdin_charge:R:1
C -0.2260 1.3100 -1.1599 -0.002
C 0.8539 0.2373 -1.2161 -0.579
O 0.9355 -0.4646 -2.1718 0.068
N 1.6733 0.1493 -0.0786 -0.153
C 0.8373 -0.2100 1.0999 -0.114
Si 3.1251 -0.8581 -0.3046 0.696
C 2.8811 -2.6528 0.2618 -0.212
C 4.1740 -3.3418 0.7606 -0.134
C 3.8547 -4.3442 1.8108 -0.751
F 3.1756 -5.3516 1.3220 0.161
F 4.9742 -4.8700 2.2883 0.139
F 3.1988 -3.8547 2.8260 0.170
C 4.6782 -0.0544 0.4321 -0.201
C 4.6296 0.3152 1.9368 -0.724
N 5.8552 1.0868 2.2761 0.056
N 3.5038 1.1688 2.2892 0.093
N 4.6796 -0.8464 2.8048 0.091
H -1.0679 0.9147 -0.6062 0.082
H -0.4811 1.5315 -2.1789 0.073
H 0.1828 2.1636 -0.6414 0.082
H 1.3614 -0.8080 1.8236 0.053
H 0.5799 0.7048 1.6244 0.080
H -0.1039 -0.6784 0.8354 0.090
H 3.3763 -0.9148 -1.7588 0.019
H 2.5553 -3.1926 -0.6185 0.076
H 2.0941 -2.7484 0.9993 0.066
H 4.5877 -3.9244 -0.0517 0.129
H 4.9328 -2.6681 1.1323 0.084
H 4.8673 0.8615 -0.1212 0.074
H 5.5153 -0.7330 0.3042 0.070
H 5.8369 1.9033 1.6741 0.066
H 6.6467 0.5452 1.9343 0.070
H 3.1019 1.6494 1.4968 0.064
H 2.7988 0.6935 2.8276 0.059
H 3.7643 -1.2391 2.9811 0.069
H 5.1085 -0.5443 3.6685 0.082
C 0.2100 6.4390 -1.9632 -0.097
C 0.3556 5.7241 -3.2817 -0.104
O -0.2039 4.4309 -3.0035 0.057
C -1.0537 4.5696 -1.9614 -0.572
O -1.8057 3.7207 -1.5926 0.123
O -0.9406 5.7909 -1.3969 0.073
H 0.0411 7.5062 -2.0775 0.131
H 1.0646 6.2822 -1.3025 0.135
H -0.2236 6.1901 -4.0759 0.110
H 1.3911 5.6363 -3.6008 0.139
C -3.2974 -1.9535 3.1303 -0.119
C -3.7607 -0.6916 3.8229 -0.111
O -2.5455 -0.1952 4.4105 0.071
C -1.5081 -0.6863 3.7062 -0.570
O -0.3788 -0.3172 3.8226 0.137
O -1.9204 -1.6385 2.8345 0.049
H -3.8470 -2.1686 2.2210 0.130
H -3.3285 -2.8293 3.7772 0.128
H -4.1391 0.0558 3.1228 0.136
H -4.5094 -0.8746 4.5812 0.118
C -6.5057 -5.7281 4.9179 -0.106
C -7.0868 -4.8561 6.0070 -0.112
O -6.5302 -3.5732 5.6997 0.071
C -6.2138 -3.5613 4.3851 -0.549
O -5.8958 -2.5822 3.7819 0.145
O -6.3183 -4.7923 3.8474 0.074
H -7.1731 -6.5313 4.6143 0.134
H -5.5401 -6.1494 5.1851 0.130
H -8.1753 -4.7864 5.9567 0.134
H -6.7973 -5.1724 7.0056 0.134
C 0.3412 -6.2975 2.5562 -0.119
C 0.2660 -7.7173 3.0649 -0.113
O -0.5871 -7.5868 4.2068 0.064
C -1.3429 -6.4766 4.0368 -0.575
O -2.2634 -6.1783 4.7284 0.152
O -0.9123 -5.7512 2.9823 0.066
H 0.4406 -6.2367 1.4758 0.133
H 1.1476 -5.7279 3.0190 0.120
H -0.2029 -8.3956 2.3498 0.133
H 1.2348 -8.1186 3.3506 0.134
C -2.0151 8.0473 -6.4626 -0.109
C -0.9775 8.4674 -7.4692 -0.104
O -0.0344 9.1827 -6.6569 0.067
C -0.1581 8.7381 -5.3859 -0.571
O 0.5949 8.9958 -4.5012 0.154
O -1.2530 7.9468 -5.2514 0.038
H -2.4722 7.0945 -6.7012 0.090
H -2.7955 8.7995 -6.3260 0.139
H -0.4713 7.6167 -7.9288 0.135
H -1.3785 9.1055 -8.2521 0.135
C -5.2132 3.5215 -1.2863 -0.124
C -5.2760 2.0522 -0.9455 -0.121
O -6.1894 2.0306 0.1541 0.057
C -6.9743 3.1386 0.0708 -0.566
O -7.9383 3.3320 0.7331 0.169
O -6.5013 3.9912 -0.8750 0.061
H -5.0590 3.7049 -2.3470 0.122
H -4.4443 4.0482 -0.7204 0.127
H -5.6892 1.4492 -1.7576 0.131
H -4.3104 1.6444 -0.6566 0.128
C -2.9599 2.3347 -6.5671 -0.103
C -3.4549 3.2121 -5.4401 -0.112
O -3.0377 4.5142 -5.8646 0.061
C -2.8961 4.4908 -7.2108 -0.555
O -2.7134 5.4617 -7.8778 0.146
O -2.9809 3.2313 -7.6866 0.075
H -3.5989 1.4752 -6.7506 0.135
H -1.9361 1.9913 -6.4119 0.137
H -4.5429 3.2041 -5.3492 0.134
H -3.0145 2.9608 -4.4775 0.128
C 9.1704 -5.4963 0.9417 -0.121
C 8.6115 -4.6315 2.0478 -0.116
O 8.9920 -3.3163 1.6342 0.060
C 9.1729 -3.3353 0.2890 -0.569
O 9.3276 -2.3718 -0.3848 0.167
O 9.1484 -4.6107 -0.1808 0.057
H 8.5676 -6.3799 0.7468 0.131
H 10.2012 -5.8034 1.1295 0.132
H 7.5229 -4.6798 2.1078 0.117
H 9.0310 -4.8653 3.0232 0.133
```

Values from the calculation:
**Multiplicity**: 1
**Net charge**: 0
**E_LUMO**: 0.22 eV
**Structure (SMILES)**: CC(=O)N(C)[Si@H](CCC(F)(F)F)CC(N)(N)N.O=C1OCCO1.O=C1OCCO1.O=C1OCCO1.O=C1OCCO1.O=C1OCCO1.O=C1OCCO1.O=C1OCCO1.O=C1OCCO1
**Energy**: -107191.747 eV

=====

Entry 4:
Molecular formula: C32H51FN4O3S
Method: DFT, ωB97M-V with the def2-TZVPD basis set

```
92
Properties=species:S:1:pos:R:3:lowdin_charge:R:1
C 0.5832 -5.3919 3.1351 -0.078
C 0.2640 -3.9623 2.5209 -0.268
O 0.0268 -4.0182 1.0993 -0.177
C -1.2075 -3.3356 0.7848 -0.177
C -1.2738 -2.8833 -0.7148 -0.142
O -2.1533 -1.7135 -0.7554 -0.101
C -1.5796 -0.8563 -1.7137 -0.273
C -1.9716 -0.8609 -3.1164 -0.001
C -1.2633 0.0645 -4.0268 -0.068
C -0.2242 0.9390 -3.5244 -0.407
C 0.1744 0.9857 -2.0972 -0.153
C -0.5466 0.0630 -1.2282 0.081
N 1.1764 1.9138 -1.7280 -0.095
O 1.1254 2.4724 -0.4876 0.064
C 1.6007 1.6738 0.5156 -0.257
N 1.9635 1.0264 1.3908 0.211
C 2.4101 1.9078 -2.4277 -0.163
C 3.7564 1.8568 -1.8612 0.005
C 4.9757 1.8535 -2.6569 -0.026
C 4.8528 1.9344 -4.1095 -0.226
C 6.1103 1.9070 -5.0334 -0.090
C 6.0519 0.5395 -5.8646 -0.316
C 5.3873 -0.6392 -5.0564 -0.054
F 5.2389 0.7169 -7.0331 -0.077
C 3.5372 2.0208 -4.7497 -0.043
C 2.3582 2.0040 -3.9059 -0.386
S 0.6829 2.0642 -4.6572 0.957
H -0.3945 -5.7801 3.5383 0.073
H 0.9704 -6.0489 2.3178 0.075
H 1.3298 -5.2932 3.9712 0.075
H -0.6305 -3.5764 3.0882 0.114
H 1.1302 -3.2734 2.7067 0.118
H -2.0988 -3.9778 1.0508 0.139
H -1.1909 -2.3877 1.3989 0.128
H -1.6123 -3.6765 -1.4302 0.135
H -0.2207 -2.6077 -1.0119 0.136
H -2.7686 -1.5256 -3.5163 0.114
H -1.5414 0.0606 -5.1099 0.110
H -0.2926 0.0299 -0.1367 0.120
H 3.8748 1.7875 -0.7503 0.101
H 5.9654 1.7818 -2.1418 0.115
H 6.1450 2.7439 -5.7718 0.124
H 7.0452 1.8179 -4.4148 0.120
H 7.0684 0.2233 -6.2188 0.137
H 5.6364 -1.6407 -5.5056 0.082
H 4.2713 -0.5753 -5.0335 0.083
H 5.7572 -0.6712 -3.9916 0.089
H 3.5075 2.0813 -5.8611 0.120
C -8.9891 1.4390 -2.5646 -0.093
C -7.6600 1.6206 -1.8438 -0.275
N -6.9724 0.3727 -1.5473 -0.195
C -5.8394 0.5415 -0.6441 -0.244
C -4.6527 1.3719 -1.1377 -0.081
C -6.7354 -0.5108 -2.6795 -0.246
C -5.9141 0.0375 -3.8503 -0.082
H -9.6638 0.7975 -1.9937 0.079
H -9.4746 2.4092 -2.6917 0.072
H -8.8597 1.0107 -3.5608 0.063
H -7.8760 2.1301 -0.8988 0.118
H -7.0321 2.3048 -2.4307 0.098
H -5.4783 -0.4437 -0.3351 0.111
H -6.2144 1.0026 0.2767 0.109
H -4.0432 0.8163 -1.8504 0.039
H -4.0062 1.6220 -0.2927 0.074
H -4.9622 2.3109 -1.5990 0.068
H -7.7046 -0.8364 -3.0695 0.100
H -6.2688 -1.4346 -2.3231 0.114
H -6.1906 1.0593 -4.1158 0.070
H -6.0760 -0.5838 -4.7353 0.072
H -4.8447 0.0121 -3.6400 0.037
C 3.1779 0.5765 8.7271 -0.094
C 2.2431 0.5357 7.5257 -0.277
N 2.7103 1.3103 6.3860 -0.196
C 1.6994 1.4694 5.3467 -0.249
C 1.2222 0.2114 4.6180 -0.109
C 4.0489 0.9974 5.9060 -0.249
C 4.3249 -0.4385 5.4513 -0.086
H 3.3563 1.6030 9.0543 0.079
H 2.7301 0.0308 9.5608 0.072
H 4.1399 0.1058 8.5138 0.063
H 1.2827 0.9472 7.8539 0.117
H 2.0580 -0.5140 7.2594 0.097
H 2.0565 2.1926 4.6079 0.108
H 0.8249 1.9464 5.8040 0.108
H 1.9574 -0.1361 3.8937 0.029
H 0.3091 0.4369 4.0613 0.066
H 0.9916 -0.6063 5.3032 0.063
H 4.7633 1.2450 6.6970 0.099
H 4.3075 1.6809 5.0914 0.114
H 3.8932 -1.1826 6.1231 0.067
H 5.4035 -0.6135 5.4220 0.071
H 3.9498 -0.6219 4.4445 0.054
```

Values from the calculation:
**Multiplicity**: 1
**Net charge**: 0
**E_LUMO**: 0.46 eV
**Structure (SMILES)**: CCOCCOc1ccc2c(c1)N(OC#N)c1ccc(C[C@@H](C)F)cc1S2.CCN(CC)CC.CCN(CC)CC
**Energy**: -59660.007 eV